Computed, not measured: a molecular structure, C31H30FNO5PdSb, with the ωB97M-V functional and the def2-TZVPD basis.

Properties
Relative energy (zero: lowest compared OMol25 entry of this formula, charge and spin): 0.000 eV
⟨S²⟩: 6.045
Calculated total energy: -57086.6626 eV
Total charge: +1
Spin multiplicity: 5

CARTESIAN COORDINATES (ANGSTROEM)
Sb 0.312 -2.205 1.595
Pd 0.236 0.092 0.386
F 2.842 4.654 -0.677
O -1.237 3.855 -1.606
O -0.426 3.079 0.416
O -1.506 0.275 -0.714
O -2.376 -1.465 0.392
O -0.909 1.048 2.148
N -3.466 1.729 0.704
C 2.272 0.590 -0.915
C -3.244 2.881 0.007
C -0.185 -4.833 -1.821
C -2.460 -0.346 -0.112
C -3.301 1.702 2.149
C -0.176 -3.729 -0.979
C -3.737 0.483 0.001
C 3.237 2.526 0.219
C 1.696 1.481 -1.886
C 3.348 -2.794 1.896
C 0.805 -6.174 -0.082
C 1.904 2.832 -1.811
C 2.663 3.337 -0.758
C 0.816 -5.076 0.765
C 2.116 -0.796 -1.022
C 4.861 -1.521 3.269
C -2.282 -3.706 5.440
C -0.209 -2.908 4.521
C -2.215 0.768 2.685
C -0.950 -3.356 5.605
C 3.800 -0.752 3.730
C 0.332 -3.852 0.308
C -1.045 3.406 -0.547
C 2.279 -2.026 2.351
C 2.516 -0.999 3.266
C 0.308 -6.050 -1.374
C -0.808 -2.809 3.270
C -2.148 -3.154 3.101
C 3.050 1.171 0.145
C 4.634 -2.540 2.353
C -2.880 -3.606 4.189
H 3.824 2.980 1.005
H 1.180 -7.126 0.269
H -3.587 2.891 -1.018
H -4.240 1.401 2.626
H 1.602 -1.233 -1.867
H 1.101 1.065 -2.689
H -4.504 -0.081 0.530
H 1.695 -0.387 3.629
H 2.718 -1.455 -0.411
H 5.864 -1.327 3.623
H 5.460 -3.141 1.995
H -3.098 2.724 2.472
H 0.298 -6.910 -2.030
H -0.587 -2.786 -1.321
H -0.895 1.967 1.826
H -2.623 -3.070 2.132
H -3.918 -3.884 4.060
H 3.501 0.513 0.879
H -2.856 -4.062 6.285
H 1.484 3.514 -2.539
H 3.185 -3.591 1.179
H -4.091 0.715 -1.003
H 0.833 -2.644 4.661
H 3.975 0.038 4.449
H -2.177 0.891 3.769
H -2.443 -0.276 2.477
H -3.320 3.804 0.570
H -0.483 -3.436 6.578
H -0.584 -4.744 -2.822
H 1.193 -5.186 1.776

***

Computed, not measured: a molecular structure, C23H41N2O2P2Re, with the ωB97M-V functional and the def2-TZVPD basis.

Properties
⟨S²⟩: 3.838
Calculated total energy: -52270.8422 eV
Total charge: +3
Spin multiplicity: 4

CARTESIAN COORDINATES (ANGSTROEM)
Re -0.479 0.209 0.163
P -0.362 0.561 -2.029
P -2.032 0.089 1.720
O -3.626 3.139 -0.353
O -5.790 0.026 -3.425
N -1.486 -1.640 -0.558
N 1.182 0.931 0.908
C -2.262 -3.131 -2.247
C -0.887 1.984 -3.032
C -1.090 -0.903 -2.877
C -2.608 -4.086 -1.246
C -3.800 0.440 1.777
C 4.298 -1.795 0.409
C 4.612 -0.465 0.697
C 1.796 2.523 2.613
C -2.090 -2.404 0.411
C -1.662 -1.899 -1.887
C 2.666 -3.675 0.053
C 2.270 0.053 0.866
C 1.936 3.104 0.110
C 1.328 0.188 -2.749
C 6.030 -0.008 0.782
C -0.247 2.870 1.188
C 1.979 -1.299 0.585
C -2.175 -1.809 1.814
C 2.979 -2.239 0.336
C 3.609 0.463 0.937
C -2.565 -3.695 0.105
C -1.566 0.429 3.441
C 1.202 2.378 1.224
H -1.710 -0.613 -3.729
H 2.903 2.669 -0.131
H -0.251 3.951 0.974
H -0.509 0.263 3.668
H 5.096 -2.515 0.255
H -1.807 1.472 3.656
H -4.237 -0.300 2.462
H -0.918 1.607 -4.069
H 3.879 1.505 1.097
H 2.984 -4.328 0.872
H 0.904 -1.592 0.530
H -3.167 -1.985 2.277
H 1.729 -0.744 -2.302
H -3.757 2.262 -0.796
H 1.850 3.576 2.888
H -2.895 -4.346 0.949
H 1.598 -3.847 -0.086
H 1.156 2.013 3.341
H -0.801 2.365 0.334
H -2.160 -0.202 4.111
H -0.223 -1.361 -3.360
H 1.096 0.066 -3.822
H 6.539 -0.422 1.655
H -0.120 2.773 -2.968
H -5.308 0.364 -2.662
H 2.029 1.022 -2.588
H -2.259 -3.410 -3.316
H -0.782 2.670 2.126
H -4.290 0.444 0.796
H 6.630 -0.287 -0.086
H 2.100 4.135 0.424
H -1.379 -2.223 2.468
H 1.327 3.135 -0.803
H -2.981 -5.096 -1.524
H 6.072 1.078 0.875
H -5.167 0.218 -4.165
H -3.894 1.440 2.207
H 2.799 2.105 2.664
H 3.173 -4.048 -0.842
H -4.554 3.481 -0.449
H -1.857 2.367 -2.661